27
Properties=species:S:1:pos:R:3 method="wB97M-V/def2-TZVPD" orbital_gap_ev="10.745 / 3.103" spin_multiplicity=2 s_squared=0.755 total_charge=+1 lumo_ev="-3.28 / -10.92"
O 10.59 -2.13 -3.77
H 10.51 -2.72 -3.01
H 11.12 -1.40 -3.45
O 13.65 -2.91 -4.08
H 13.15 -3.35 -3.38
H 13.76 -3.59 -4.74
O 12.52 -3.25 -1.13
H 12.56 -3.00 -0.21
H 13.22 -3.89 -1.24
O 11.65 1.07 -5.47
H 12.28 0.50 -5.03
H 10.80 0.78 -5.15
O 12.03 -0.36 -0.97
H 12.67 0.20 -1.39
H 12.46 -1.22 -0.90
O 12.60 -5.39 -3.58
H 11.91 -5.00 -3.04
H 12.65 -6.30 -3.29
O 13.32 -0.30 -4.15
H 13.59 -1.22 -4.13
H 13.72 0.08 -3.36
O 7.43 -3.62 -2.08
H 7.60 -3.07 -2.85
H 6.54 -3.95 -2.21
O 10.15 -2.67 -6.53
H 10.23 -2.46 -5.60
H 10.54 -3.53 -6.62